44
Properties=species:S:1:pos:R:3:mulliken_charge:R:1 method="wB97M-V/def2-TZVPD" multiplicity=1 gap_ev=8.25 total_energy_ha=-1087.40548 smiles="CC[C@]12CN3C[C@](CC)(CN(C1)[C@H]3c1ccc([N+](=O)[O-])o1)C2=O" de_lowest_ev=5.560 max_force_ev_per_a=1.6
C 3.29425 -3.07100 0.87748 -1.329
C 2.44907 -2.63349 -0.31405 -0.800
C 1.89404 -1.21039 -0.20236 2.821
C 1.07029 -0.98168 1.08633 -1.651
N 0.49119 0.34536 1.11068 0.170
C 1.55713 1.32910 1.12740 -1.474
C 2.41515 1.24487 -0.15773 2.656
C 3.50104 2.32325 -0.22337 -0.931
C 4.44335 2.33642 0.97557 -1.323
C 1.43662 1.40079 -1.35686 -1.640
N 0.37940 0.41358 -1.30173 0.127
C 0.94566 -0.91255 -1.39753 -1.891
C -0.35735 0.59466 -0.05049 0.700
C -1.65490 -0.15742 -0.01590 -0.485
C -2.04427 -1.47834 -0.01905 -0.593
C -3.44922 -1.48849 0.02530 -0.749
C -3.82004 -0.16672 0.05238 -0.151
N -5.10663 0.42213 0.10014 1.003
O -6.04951 -0.34443 0.11932 -0.605
O -5.17724 1.63073 0.11858 -0.576
O -2.73908 0.62925 0.02778 -0.390
C 2.97923 -0.15589 -0.27634 -0.891
O 4.14506 -0.40009 -0.48138 -0.628
H 2.69810 -3.14283 1.78398 0.322
H 4.10702 -2.36905 1.04003 0.303
H 3.72493 -4.04921 0.67816 0.437
H 1.61429 -3.32788 -0.44303 0.415
H 3.06644 -2.67954 -1.21383 0.394
H 1.70762 -1.08096 1.96711 0.588
H 0.27223 -1.72106 1.15940 0.140
H 2.17090 1.14513 2.01059 0.566
H 1.11824 2.32703 1.21293 0.218
H 3.01984 3.30006 -0.31912 0.444
H 4.08958 2.14726 -1.12646 0.386
H 5.23656 3.06036 0.80600 0.435
H 3.92230 2.61464 1.88839 0.319
H 4.89846 1.35906 1.10821 0.304
H 1.97765 1.28304 -2.29884 0.396
H 0.98996 2.39864 -1.34109 0.426
H 1.49945 -0.98495 -2.33728 0.400
H 0.13621 -1.64261 -1.42649 0.402
H -0.65594 1.65048 -0.00745 0.604
H -1.42767 -2.35224 -0.04808 0.585
H -4.10502 -2.33437 0.03610 0.546

***

48
Properties=species:S:1:pos:R:3:lowdin_spin:R:1 method="wB97M-V/def2-TZVPD" multiplicity=2 gap_ev="6.94 / 6.94" total_energy_ha=-1673.00804 charge=+2 de_lowest_ev=0.798 max_force_ev_per_a=1.3
Re 0.37910 0.37530 -0.89137 0.794
O -0.54422 2.32889 2.55279 0.027
C -0.12033 1.99700 1.49169 0.002
O -0.16608 0.73597 1.00501 0.022
C 0.56604 2.94571 0.54201 0.007
C 0.96245 4.23715 0.79947 -0.002
C 1.71992 4.89740 -0.16820 0.009
C 2.09970 4.24622 -1.34278 -0.002
C 1.66099 2.95856 -1.52858 0.006
N 0.88142 2.35828 -0.61992 0.008
C 2.05517 2.00794 -2.62013 0.003
O 2.69625 2.29535 -3.56636 0.007
O 1.60461 0.73404 -2.32493 -0.024
H 0.69627 4.69982 1.74093 0.000
H 2.05186 5.91290 0.01096 0.000
H 2.73910 4.71012 -2.08347 0.000
C -4.43552 -0.83606 -3.24550 0.001
N -3.47713 -0.20181 -2.32214 0.011
C -3.76940 0.81520 -1.43030 0.003
C -2.61785 1.12981 -0.79873 0.008
N -1.62281 0.29933 -1.30335 0.012
C -2.18877 -0.49216 -2.22350 0.016
H -5.44200 -0.59196 -2.92288 0.000
H -4.30644 -1.91436 -3.23157 0.000
H -4.28308 -0.46393 -4.25528 0.000
H -4.76205 1.22225 -1.32361 0.000
H -2.43948 1.85548 -0.02443 0.000
H -1.68018 -1.25158 -2.79649 0.000
C 0.02839 -1.65872 3.09391 0.000
N -0.07191 -2.14694 1.70481 0.002
C -1.46198 -2.25279 1.24492 0.003
C 0.96475 -2.21754 0.87361 0.005
S 0.67727 -1.96716 -0.87691 0.068
N 2.19876 -2.50974 1.25995 0.005
C 3.37693 -2.33553 0.39242 0.002
C 2.51060 -3.25616 2.49560 0.001
H -0.73730 -0.89438 3.22253 0.000
H 0.98948 -1.19519 3.27647 0.000
H -0.15000 -2.45461 3.81526 0.000
H -2.04492 -2.68700 2.05362 0.000
H -1.54196 -2.90080 0.37933 0.002
H -1.86585 -1.26420 1.01472 0.000
H 3.27582 -1.47711 -0.25915 0.001
H 3.53517 -3.22331 -0.21954 0.000
H 4.24312 -2.18837 1.03185 0.000
H 1.64004 -3.78933 2.85639 0.000
H 2.90082 -2.60291 3.27312 0.000
H 3.27527 -3.98911 2.24770 0.000

***

45
Properties=species:S:1:pos:R:3:mulliken_charge:R:1 method="wB97M-V/def2-TZVPD" multiplicity=1 gap_ev=5.26 total_energy_ha=-3714.94627 charge=-2 max_force_ev_per_a=0.6
Pd -0.18320 0.10698 0.21942 -0.538
C -2.04949 -3.36288 3.00779 -0.194
C -0.89470 -3.36145 2.24600 -0.575
C -0.84175 -2.56060 1.11078 0.200
N -1.85692 -1.79383 0.71261 -0.335
C -2.96130 -1.81146 1.45350 -0.377
C -3.11219 -2.56936 2.60556 -0.444
H -2.11893 -3.96249 3.90897 0.340
H -0.02454 -3.93699 2.52953 0.351
H 0.05387 -2.53169 0.49525 0.389
H -3.76339 -1.16436 1.11132 0.328
H -4.03631 -2.52191 3.16701 0.339
N 1.52054 1.74728 -1.65061 -0.130
C 1.39448 3.03244 -1.22320 0.721
C 0.41840 3.37369 -0.27161 0.020
C 0.26477 4.68759 0.12032 -0.344
C 1.06279 5.70878 -0.39673 -0.728
C 2.02890 5.36996 -1.33168 -0.342
C 2.19591 4.05715 -1.74334 -0.554
H 2.32409 1.49860 -2.19991 0.231
H 1.10444 0.97848 -1.11290 0.115
H -0.19636 2.56603 0.14684 -0.067
H -0.49377 4.92180 0.85446 0.293
H 0.93760 6.73323 -0.06988 0.363
H 2.66836 6.13901 -1.75379 0.316
H 2.95373 3.81394 -2.48042 0.282
N 1.73642 -1.75705 -5.94357 -0.630
C 1.18152 -2.09329 -4.97737 0.496
N 0.51107 -2.58816 -3.95862 -0.682
C 0.62371 -1.96804 -2.80137 0.275
N 0.69558 -1.52719 -1.72746 -0.393
C -0.85979 1.60695 5.48969 -1.128
Si -0.37572 2.10991 3.72705 0.444
C 0.62374 3.69388 3.95390 -0.973
C -1.99558 2.60703 2.90597 -0.943
Se 0.68068 0.51452 2.65960 -0.548
H -1.23203 2.45898 6.06651 0.332
H 0.00334 1.18381 6.00627 0.264
H -1.63754 0.84145 5.45654 0.249
H 0.11549 4.39589 4.62315 0.314
H 0.79788 4.18125 2.99565 0.217
H 1.60126 3.44849 4.37428 0.263
H -2.51901 3.34331 3.52821 0.342
H -2.63029 1.72873 2.78137 0.203
H -1.83167 3.02996 1.91744 0.239

***

46
Properties=species:S:1:pos:R:3:mulliken_charge:R:1 method="wB97M-V/def2-TZVPD" multiplicity=1 gap_ev=7.15 total_energy_ha=-1707.46435 max_force_ev_per_a=0.4
C -0.01131 1.04835 0.30662 -1.264
N -0.73273 0.90360 -0.94210 0.292
C -0.99398 -0.45087 -1.38117 -1.160
C -1.23374 1.95869 -1.65921 0.707
O -1.50542 1.85640 -2.84568 -0.671
C -1.52713 3.23322 -0.89416 -0.783
Si -3.06698 3.09153 0.15837 0.372
O -3.09271 1.66143 0.98627 -0.006
Si -4.35274 0.62476 1.21897 0.328
H -0.65489 0.93565 1.18335 0.330
H 0.75299 0.27099 0.34660 0.385
H 0.49200 2.00587 0.36723 0.427
H -1.59050 -0.97391 -0.62662 0.298
H -1.55232 -0.41269 -2.31079 0.371
H -0.07419 -1.01147 -1.55208 0.354
H -1.71207 4.01748 -1.62868 0.378
H -0.69848 3.53258 -0.25188 0.361
H -3.09929 4.19799 1.13823 -0.151
H -4.26067 3.15416 -0.71802 -0.160
H -5.62672 1.37561 1.25371 -0.148
H -4.14966 -0.06726 2.50527 -0.124
H -4.39816 -0.36936 0.12569 -0.125
C 1.75319 0.53918 3.84107 -0.117
C 2.36821 -0.06531 4.85315 -0.434
C 3.02496 0.71623 5.93319 0.295
O 3.58651 0.16633 6.85455 -0.539
C 2.96678 2.19834 5.83969 -0.389
C 2.35158 2.80238 4.82741 -0.442
C 1.69647 2.02027 3.74893 0.500
O 1.13387 2.56942 2.82563 -0.477
H 1.26636 -0.00516 3.04143 0.378
H 2.42490 -1.14234 4.94667 0.421
H 3.45258 2.74195 6.63994 0.399
H 2.29404 3.87935 4.73347 0.416
C 0.86979 -5.30270 -4.47482 -0.363
C 0.89015 -4.73076 -3.27466 -0.423
C 1.25676 -3.30173 -3.11168 0.525
O 1.27569 -2.77837 -2.01722 -0.572
C 1.59329 -2.53146 -4.33524 -0.267
C 1.57159 -3.10313 -5.53570 -0.355
C 1.20965 -4.53444 -5.70130 0.346
O 1.19001 -5.05719 -6.79363 -0.540
H 0.60836 -6.34235 -4.62554 0.399
H 0.64667 -5.26495 -2.36508 0.409
H 1.84751 -1.48986 -4.18506 0.413
H 1.80980 -2.56643 -6.44511 0.406

***

45
Properties=species:S:1:pos:R:3:mulliken_charge:R:1 method="wB97M-V/def2-TZVPD" multiplicity=1 gap_ev=9.29 total_energy_ha=-1203.53577 smiles="CCOC(=O)Oc1c(OC)cc(C(=O)N2CCCCO2)cc1OC" max_force_ev_per_a=7.6
C 2.47689 -2.59248 -6.11475 -1.225
C 1.61545 -1.72388 -5.27476 -0.296
O 1.77475 -2.03567 -3.87397 -0.301
C 1.04598 -1.58210 -2.93626 0.714
O 0.08254 -0.76200 -3.17349 -0.619
O 1.44971 -1.94812 -1.71551 -0.417
C 0.75378 -1.46135 -0.61636 0.259
C 0.68332 -0.07228 -0.28492 0.840
O 1.18452 0.88082 -1.17018 -0.426
C 2.21027 1.78668 -0.68307 -0.780
C 0.15173 0.38472 0.92703 -0.598
C -0.30483 -0.51098 1.91619 0.678
C -0.87727 -0.11700 3.19433 -0.508
O -0.48744 -0.85823 4.10099 -0.606
N -1.34224 1.19668 3.34713 0.507
C -2.30986 1.87678 2.42740 -0.686
C -2.25494 3.47483 2.46104 -0.649
C -2.04304 3.96724 3.88645 -0.466
C -1.00172 3.16029 4.64507 -0.480
O -1.36441 1.75328 4.68439 -0.375
C -0.29543 -1.86401 1.51422 -0.715
C 0.18283 -2.35634 0.25430 0.397
O 0.24393 -3.73431 -0.03674 -0.456
C -0.72984 -4.20711 -0.97620 -0.753
H 3.50096 -2.48855 -6.00704 0.353
H 2.26415 -2.41718 -7.27022 0.312
H 2.12957 -3.55521 -5.88059 0.367
H 1.89550 -0.72361 -5.48670 0.333
H 0.63442 -1.68651 -5.64595 0.379
H 3.01019 1.80223 -1.54381 0.268
H 2.78971 1.50840 0.24129 0.329
H 1.80738 2.83500 -0.55185 0.268
H 0.16914 1.47847 1.20810 0.431
H -3.40315 1.80242 2.72607 0.356
H -2.17796 1.44468 1.40436 0.379
H -1.33698 3.74109 1.94974 0.290
H -3.15177 3.91819 1.92871 0.329
H -3.09815 3.95079 4.34363 0.267
H -1.57196 4.91303 3.80729 0.323
H 0.00165 3.13493 4.29251 0.315
H -0.90192 3.51870 5.63941 0.380
H -0.65248 -2.67568 2.16525 0.438
H -0.30895 -4.24863 -2.01825 0.203
H -1.64004 -3.63261 -1.09635 0.354
H -0.80401 -5.27539 -0.70792 0.284

***

47
Properties=species:S:1:pos:R:3:lowdin_spin:R:1 method="wB97M-V/def2-TZVPD" multiplicity=5 gap_ev="6.08 / 3.00" total_energy_ha=-1148.49442 charge=+4 de_lowest_ev=0.000 max_force_ev_per_a=2.3
C 0.83174 2.75762 0.13506 0.010
N 0.88004 1.54254 -0.45369 0.269
N 1.10636 1.67811 -1.80270 0.032
C 1.09285 3.00057 -2.07720 0.137
C 0.98807 3.69978 -0.87749 0.204
B 1.23307 0.38631 -2.68122 -0.001
N 2.28841 -0.48122 -1.88118 0.000
N 2.01875 -0.78806 -0.56819 0.016
C 2.96691 -1.63048 -0.09030 0.004
C 3.82211 -1.91617 -1.14309 0.007
C 3.38075 -1.18509 -2.24553 0.022
Pt 0.38291 -0.18207 0.44972 0.674
N -0.09833 -0.43825 -2.51685 0.030
N -0.49169 -0.82298 -1.25289 0.298
C -1.61779 -1.57117 -1.32865 0.005
C -1.95172 -1.67257 -2.67248 0.173
C -1.00619 -0.93806 -3.38247 0.136
H -2.05834 -1.99960 -0.43921 -0.001
H -0.92588 -0.74602 -4.44274 0.004
H -2.77802 -2.23772 -3.07064 0.006
H 1.50400 0.60248 -3.81936 -0.001
H 3.77558 -1.10933 -3.24023 0.001
H 1.15026 3.36314 -3.09595 0.004
H 4.65462 -2.59599 -1.09968 0.000
H 1.01034 4.76413 -0.73559 0.007
H 2.89588 -1.97907 0.93902 0.000
H 0.64503 2.83288 1.20211 -0.001
H 0.11639 -2.93762 1.51456 0.004
C 0.68164 -3.32687 2.37447 0.008
H 1.28599 -4.19561 2.06853 0.001
H 1.37660 -2.56265 2.74265 0.000
H -0.01557 -3.59224 3.18130 0.001
C -0.41728 -0.26411 3.68881 0.048
C -1.36557 0.48302 2.86307 0.289
C -2.52003 1.16171 3.30214 0.453
C -3.12834 1.69645 2.16039 0.452
C -2.35669 1.30825 1.04143 0.287
C -2.60991 1.69665 -0.34413 0.048
N -1.28398 0.59119 1.50715 0.281
H 0.62159 -0.04957 3.40830 0.013
H -0.59015 -1.34553 3.63083 0.022
H -0.57491 0.01803 4.73986 0.002
H -2.82643 1.24087 4.33463 0.011
H -4.02143 2.29684 2.10336 0.011
H -3.61629 1.36864 -0.63739 0.015
H -2.55622 2.79615 -0.43155 0.019
H -1.89914 1.28267 -1.05700 0.000

***

59
Properties=species:S:1:pos:R:3:lowdin_spin:R:1 method="wB97M-V/def2-TZVPD" multiplicity=2 gap_ev="8.00 / 6.77" total_energy_ha=-8342.24609 de_lowest_ev=1.603 max_force_ev_per_a=0.6
Cu -0.05155 0.80011 -0.47106 0.039
C 3.42509 1.46720 -0.77004 0.031
P 2.32569 0.09252 -0.27737 0.092
C 2.70710 0.01660 1.51331 0.011
C 3.26446 -1.32119 -0.99989 -0.004
C 2.61776 -2.63843 -0.55341 0.116
P 0.82004 -2.25802 -0.34392 0.391
C 0.11482 -3.80646 0.28342 0.037
C 0.21352 -2.16730 -2.04634 0.015
H 4.42820 1.26426 -0.38670 0.005
H 3.08406 2.41409 -0.35566 0.000
H 3.45651 1.54728 -1.85613 0.000
H 3.76925 -0.16492 1.69235 0.000
H 2.11694 -0.75047 2.01569 0.004
H 2.43864 0.98301 1.94431 0.002
H 4.31245 -1.23735 -0.70731 0.001
H 3.20979 -1.20463 -2.08450 0.001
H 3.01033 -2.95549 0.41436 0.000
H 2.75090 -3.45485 -1.26807 0.019
H 0.40792 -4.60508 -0.40186 0.010
H -0.97196 -3.75632 0.31871 0.000
H 0.48608 -4.03941 1.28126 0.001
H 0.56677 -3.04197 -2.59752 0.006
H 0.55866 -1.25829 -2.54310 0.001
H -0.87614 -2.15193 -2.02726 0.000
Cl -0.59165 1.82737 2.81248 0.000
C -2.08339 2.54218 2.17574 0.000
Cl -2.53641 1.91629 0.59481 0.001
H -1.92302 3.60764 2.06752 0.000
H -2.88727 2.31611 2.86472 0.000
Br -3.75366 -3.38876 5.97488 0.000
C -3.18840 -2.77740 4.27785 0.001
C -1.87507 -2.36946 4.10812 0.000
C -1.47004 -1.91747 2.86105 0.000
C -2.36282 -1.88237 1.79834 0.000
C -3.67634 -2.29666 1.99037 0.000
C -4.09849 -2.74499 3.23175 0.000
C -1.95389 -1.41092 0.43635 0.013
O -2.71736 -1.45613 -0.50306 0.044
O -0.69263 -0.99502 0.32788 0.150
H -1.18610 -2.39594 4.94066 0.000
H -0.45573 -1.57259 2.71140 0.001
H -4.35875 -2.26002 1.15174 0.000
H -5.11904 -3.06514 3.38824 0.000
F -1.76018 4.28368 -1.55058 0.000
C -0.71976 4.95101 -1.06669 0.000
F -0.99586 5.34595 0.18018 0.000
F -0.50236 6.01883 -1.82325 0.000
S 0.78572 3.89971 -1.01984 0.001
O 0.48546 2.87459 -0.02441 0.006
O 1.84464 4.81220 -0.73008 0.000
N 0.93679 3.34098 -2.48785 0.000
S 0.28134 2.00642 -3.01273 0.001
O 1.25887 0.99758 -3.32562 0.004
O -0.90393 1.58500 -2.26720 0.001
C -0.36848 2.52460 -4.66091 0.000
F -1.57773 3.06101 -4.52774 0.000
F -0.45457 1.44170 -5.42960 0.000
F 0.43473 3.40704 -5.23775 0.000

***

43
Properties=species:S:1:pos:R:3:lowdin_spin:R:1 method="wB97M-V/def2-TZVPD" multiplicity=5 gap_ev="4.05 / 5.16" total_energy_ha=-1821.49459 charge=-2 de_lowest_ev=0.000 max_force_ev_per_a=3.3
C -0.11450 1.74522 -1.91672 0.377
C 0.82830 0.77252 -2.27772 0.235
C 1.87944 0.77466 -1.29518 0.191
C 0.73143 -0.14076 -3.43859 0.034
C 1.63864 1.81453 -0.38283 0.355
C 0.38978 2.45867 -0.75420 0.121
C -0.26081 3.48557 -0.09715 0.339
C -1.38139 2.05404 -2.59465 0.060
C 3.00737 -0.18227 -1.26448 0.023
C 2.45063 2.23155 0.76996 0.056
Pd -1.55619 -0.31473 0.47716 1.161
Cl -0.63946 -1.82795 -0.99838 0.176
Cl -3.64498 -0.66771 -0.52499 0.094
O 0.00776 0.45392 1.50319 0.154
H 0.12044 0.30817 -4.22863 0.002
H 0.26673 -1.09369 -3.12918 0.018
H 1.72891 -0.35073 -3.83949 0.004
H 2.64377 -1.21878 -1.32344 0.006
H 3.58283 -0.06328 -0.33893 0.000
H 3.68190 -0.01022 -2.11693 0.008
H 3.22906 1.50222 0.99851 0.000
H 1.82142 2.36546 1.65445 0.014
H 2.93675 3.18871 0.54596 0.020
H 0.18390 3.90310 0.80146 0.026
H -1.62319 2.47826 0.79905 0.018
H -1.04756 4.03531 -0.61294 0.026
H -1.99260 1.15711 -2.76577 0.013
H -1.18730 2.54469 -3.56179 0.022
H -1.98217 2.73219 -1.97918 0.000
H -0.13990 0.10717 2.40546 0.007
O -2.35518 1.84528 1.06004 0.087
H -2.13480 1.60359 1.97745 0.004
C -0.88883 -4.48507 2.91246 -0.008
C -2.16822 -3.93744 2.73083 0.012
C -2.31367 -2.68085 2.10745 0.037
C -1.17195 -2.03721 1.67315 0.254
C 0.11359 -2.50786 1.90463 0.028
C 0.25041 -3.76479 2.52893 0.011
H -0.78243 -5.49086 3.33263 -0.001
H -3.05596 -4.47841 3.06059 0.004
H -3.27433 -2.20977 1.91185 0.008
H 0.97139 -1.92637 1.58252 0.004
H 1.25095 -4.17320 2.70344 0.004